# 1
Here is an isolated ion of composition C5H10NS and charge +1 in a non-equilibrium geometry from OMol25. Energies are from ωB97M-V with the def2-TZVPD basis set.

Each line ends with the Löwdin spin population.
Element x y z (Å)
C (-0.4656, 0.0635, -0.1054)  0.693
C (-1.6275, 0.7024, -0.0249)  0.708
C (1.0086, 0.9358, -0.1742)  0.063
C (1.6582, -1.4767, -0.1770)  0.052
C (-2.9625, 0.0049, 0.2068)  0.094
N (2.1135, -0.0414, 0.1964)  0.011
S (0.0036, -1.6131, 0.3943)  0.255
H (-1.7740, 1.7368, -0.2320)  0.034
H (1.1360, 1.4674, -1.1901)  0.012
H (1.0001, 1.6309, 0.6062)  0.014
H (1.8430, -1.2655, -1.2337)  0.007
H (2.4145, -2.2058, 0.2170)  0.002
H (-2.7428, -1.0645, 0.1228)  -0.001
H (-3.4468, 0.3170, -0.7480)  0.029
H (-3.5048, 0.2907, 1.0860)  0.022
H (3.0485, 0.3532, -0.2080)  0.001
H (2.2980, 0.1645, 1.2638)  0.004

Properties
- 2S+1 = 3
- energy above the lowest of the compared OMol25 structures with the same formula, charge and spin (kJ/mol) = 196.8
- E (a.u.) = -648.9817
- E_HOMO (alpha / beta) (eV) = -9.037 / -14.577
- net charge = +1

# 2
Here is a 2-piece molecular cluster, C8H13BNO6S overall from OMol25. Energies are from ωB97M-V with the def2-TZVPD basis set.

Each line ends with the Löwdin charge.
Element x y z (Å)
O (4.3466, 0.4747, 0.1552)  0.213
B (4.5507, 0.0116, -1.1018)  -0.631
O (5.8195, -0.4207, -1.4128)  0.173
C (3.4392, 0.0399, -2.2614)  -0.012
C (2.0405, -0.2647, -1.8186)  -0.188
C (1.6384, -1.5738, -1.5406)  0.048
C (0.3429, -1.8479, -1.1518)  0.018
C (-0.5711, -0.8137, -1.0395)  0.000
N (-0.1737, 0.4347, -1.2965)  0.126
C (1.0825, 0.7262, -1.6788)  0.030
H (3.4411, 0.7383, 0.3388)  0.101
H (5.8401, -1.3588, -1.6207)  0.112
H (3.4604, 1.0137, -2.7473)  0.128
H (3.7228, -0.7027, -3.0010)  0.124
H (2.3475, -2.3799, -1.6371)  0.143
H (0.0419, -2.8575, -0.9347)  0.130
H (-1.5868, -1.0065, -0.7464)  0.112
H (-0.8637, 1.1712, -1.2233)  0.186
H (1.3083, 1.7601, -1.8830)  0.155
C (-2.9960, 1.2953, 3.0710)  -0.146
C (-4.0010, 0.2168, 3.4216)  -0.142
O (-4.8218, 0.1112, 2.2445)  -0.171
S (-3.9535, 0.3931, 0.9475)  0.591
O (-3.5155, -0.8395, 0.3810)  -0.243
O (-4.5984, 1.3728, 0.1584)  -0.199
O (-2.6873, 1.0495, 1.6835)  -0.213
H (-3.4255, 2.2939, 3.1581)  0.138
H (-2.0887, 1.2325, 3.6647)  0.137
H (-4.6202, 0.4770, 4.2742)  0.143
H (-3.5192, -0.7467, 3.5967)  0.137

Properties
- energy above the lowest of the compared OMol25 structures with the same formula, charge and spin (kJ/mol) = 0.0
- E (a.u.) = -1241.7321
- E_HOMO (eV) = -13.820
- net charge = +1